Computed, not measured: a 3-piece molecular cluster, C18H28PS overall, with ωB97M-V with the def2-TZVPD basis set.

XYZ file:
```
48
Properties=species:S:1:pos:R:3:forces:R:3
C -3.3750 3.7061 -2.7162 -0.02 -0.02 0.05
C -1.8578 3.4622 -2.6450 0.01 -0.07 0.04
P -1.3597 2.7847 -1.0459 -0.09 0.10 0.14
S 0.6507 2.9997 -0.6642 0.00 -0.01 -0.18
C -2.0484 1.1476 -0.7026 0.00 0.06 -0.07
C -1.3264 -0.0830 -1.2912 -0.01 0.10 -0.01
C -0.0593 -0.4550 -0.5013 0.03 -0.01 0.08
C -1.0504 0.0564 -2.7851 0.00 0.03 -0.04
H -3.9477 3.0330 -2.0761 0.01 -0.02 -0.02
H -3.7339 3.5494 -3.7306 0.04 0.07 -0.03
H -3.6143 4.7246 -2.4190 -0.01 -0.01 0.02
H -1.2888 4.3848 -2.7657 0.00 0.01 -0.04
H -1.5174 2.7684 -3.4136 0.01 -0.03 0.03
H -1.8987 3.6445 -0.0806 -0.01 -0.05 -0.04
H 0.9852 2.2352 -1.7215 0.07 0.01 0.07
H -2.1078 1.0741 0.3858 0.01 0.00 0.02
H -3.0764 1.2153 -1.0743 -0.01 -0.04 -0.01
H -2.0544 -0.8882 -1.1801 0.02 -0.02 0.06
H -0.0971 -1.4937 -0.1783 0.03 -0.03 -0.05
H 0.8424 -0.3469 -1.1060 -0.02 0.03 -0.03
H 0.0731 0.1537 0.3949 -0.06 -0.07 -0.02
H -0.6394 -0.8725 -3.1779 -0.02 -0.01 0.00
H -1.9532 0.2920 -3.3531 -0.01 -0.03 0.01
H -0.3062 0.8339 -2.9931 0.01 -0.02 0.02
C 1.7817 1.0194 3.7991 -0.01 0.00 0.01
C 0.7781 1.4847 2.9610 -0.07 -0.01 -0.02
C -0.4483 1.8684 3.4865 0.02 -0.01 0.02
C -0.6748 1.7890 4.8537 0.00 0.00 0.00
C 0.3290 1.3243 5.6921 0.00 0.00 0.00
C 1.5553 0.9407 5.1661 0.00 0.00 -0.01
H 2.7381 0.7201 3.3902 0.00 0.00 0.00
H 0.9466 1.5451 1.8932 0.09 0.02 0.02
H -1.2336 2.2371 2.8350 -0.01 0.01 0.00
H -1.6292 2.0892 5.2660 0.00 0.00 0.00
H 0.1554 1.2616 6.7583 0.00 0.00 0.00
H 2.3359 0.5804 5.8231 0.00 0.00 0.00
C 2.9840 -5.0896 -2.0384 -0.01 0.01 0.00
C 2.2364 -5.9177 -1.2125 0.00 0.00 0.00
C 1.5931 -5.3937 -0.0996 -0.01 0.01 0.00
C 1.6971 -4.0394 0.1872 0.00 0.00 -0.01
C 2.4433 -3.2110 -0.6408 0.00 -0.01 0.02
C 3.0884 -3.7350 -1.7529 -0.03 0.00 -0.01
H 3.4898 -5.5013 -2.9021 0.00 0.00 0.00
H 2.1596 -6.9743 -1.4333 0.00 0.00 0.00
H 1.0173 -6.0422 0.5478 0.00 0.00 0.00
H 1.2066 -3.6340 1.0641 0.01 0.00 0.00
H 2.5339 -2.1570 -0.4087 0.03 0.00 0.01
H 3.6771 -3.0913 -2.3942 0.01 0.00 0.01
```
Forces are in eV/Å.

Output
HOMO energy: -0.4149 hartree
Net charge: +1
E_tot: -39238.1182 eV
Kohn-Sham gap: 8.37 eV

***

Computed, not measured: CH4ClPS as an isolated structure in a non-equilibrium geometry, with ωB97M-V with the def2-TZVPD basis set.

XYZ file:
```
8
Properties=species:S:1:pos:R:3:forces:R:3
C -1.8001 -0.7148 -0.0313 -1.82 5.21 0.85
P 1.4698 0.4048 -0.0785 1.28 1.90 0.44
S 0.6934 1.4911 1.3506 0.26 -0.51 0.43
Cl -0.6649 -0.6707 -1.1962 -0.22 -0.63 -2.82
H -2.2480 0.2662 0.4022 1.07 -2.02 -0.98
H -1.9269 -1.5998 0.3919 -0.85 -3.59 1.90
H 2.0006 1.4260 -0.9246 0.31 -0.91 -0.13
H 2.4762 -0.6028 0.0859 -0.03 0.54 0.32
```
Forces are in eV/Å.

Output
Spin multiplicity: 3
HOMO energy (spin up / spin down): -0.2587 / -0.3301 hartree
Net charge: 0
E_tot: -33743.8754 eV
Energy above the lowest of the compared OMol25 structures with the same formula, charge and spin: 232.0 kJ/mol
Kohn-Sham gap (spin up / spin down): 7.71 / 7.31 eV

***

Computed, not measured: C5H12O2 as an isolated structure, with ωB97M-V with the def2-TZVPD basis set.

XYZ file:
```
19
Properties=species:S:1:pos:R:3:forces:R:3
C -1.7559 0.2481 1.8138 -0.04 -0.04 0.02
C -0.5333 0.8807 1.1508 0.05 0.08 -0.03
C 0.3663 -0.1094 0.4155 0.14 0.02 0.12
O -0.5622 -0.8111 -0.6292 0.00 0.13 -0.28
C 1.4882 0.3344 -0.3847 0.02 -0.08 0.48
C 0.6310 -1.4409 -1.8330 -0.07 -0.24 -0.16
O 1.2531 1.6296 -0.9457 0.10 0.00 -0.28
H -2.4396 -0.1750 1.0704 0.09 0.07 0.12
H -1.4578 -0.5677 2.4836 -0.04 0.12 -0.09
H -2.3099 0.9818 2.4094 0.09 -0.09 -0.10
H -0.8238 1.6807 0.4593 0.01 -0.11 0.10
H 0.0948 1.3612 1.9110 -0.08 -0.06 -0.11
H 0.6511 -0.9423 1.0654 -0.01 0.12 -0.08
H -0.9273 -0.0573 -1.1299 0.00 -0.18 0.09
H 2.4659 0.2626 0.1073 -0.15 -0.02 -0.10
H -0.2177 -1.9244 -2.3277 0.11 0.06 0.09
H 1.1998 -0.8273 -2.5206 -0.12 -0.01 0.14
H 1.2420 -2.1483 -1.2859 -0.05 0.16 -0.08
H 1.6352 1.6246 -1.8298 -0.06 0.09 0.14
```
Forces are in eV/Å.

Output
HOMO energy (spin up / spin down): -0.2345 / -0.2345 hartree
Net charge: 0
E_tot: -9469.3277 eV
Energy above the lowest of the compared OMol25 structures with the same formula, charge and spin: 560.4 kJ/mol
Kohn-Sham gap (spin up / spin down): 7.18 / 7.18 eV

***

Computed, not measured: C13H11Br30F7O3S as an isolated structure, with ωB97M-V with the def2-TZVPD basis set.

XYZ file:
```
65
Properties=species:S:1:pos:R:3:forces:R:3
O -0.3793 3.5456 1.7622 -0.07 0.03 -0.09
S -0.0289 3.4878 0.3772 -0.01 -0.13 0.10
O -0.6473 4.8037 -0.2861 0.24 0.23 -0.08
O -1.2124 2.4636 -0.2930 0.07 -0.09 0.03
C -0.8465 1.5535 -1.2292 0.09 -0.05 0.17
F -1.9621 0.9885 -1.6715 -0.20 -0.17 -0.12
F -0.2436 2.1478 -2.2948 0.00 0.06 -0.05
C 0.1104 0.4219 -0.6779 0.04 0.01 -0.34
F 0.1535 0.5122 0.6556 0.06 0.13 0.16
F -0.3832 -0.7809 -0.9997 -0.12 0.05 0.05
C 1.5754 0.4299 -1.2207 -0.30 0.13 0.15
F 1.6287 -0.1239 -2.4206 -0.02 -0.04 -0.20
F 2.3112 -0.2844 -0.3760 0.06 -0.06 -0.17
F 2.0996 1.6542 -1.2943 0.05 0.10 0.13
H -0.1444 5.0135 -1.0951 -0.20 0.10 0.12
C 2.8309 1.1206 3.6218 -0.15 -0.08 0.04
Br 3.2393 1.6315 1.8152 0.24 0.20 0.05
Br 2.8169 2.6195 4.8146 0.07 0.04 -0.05
Br 1.1586 0.1756 3.6671 -0.04 -0.11 0.14
H 3.6053 0.4420 3.9522 0.01 0.00 -0.02
C 3.5872 -2.5116 0.8085 0.04 0.15 0.10
Br 4.9915 -3.2277 1.9015 0.03 -0.04 0.02
Br 3.9350 -2.7791 -1.0621 0.09 -0.16 -0.04
Br 1.8595 -3.1842 1.3098 -0.04 -0.05 -0.06
H 3.5756 -1.4451 0.9889 0.04 -0.06 -0.03
C -0.9885 8.7763 -1.2162 -0.03 -0.01 0.06
Br -0.0030 7.5327 -2.3108 0.10 -0.01 -0.15
Br -2.8365 8.2836 -1.0953 -0.04 -0.01 0.00
Br -0.1838 8.9696 0.5129 0.02 0.00 0.04
H -0.9346 9.7341 -1.7139 0.01 -0.02 0.00
C -0.5984 1.9142 7.4965 -0.07 0.03 0.02
Br -1.1279 2.7991 5.8723 -0.04 0.03 -0.03
Br -0.5813 0.0068 7.2849 0.01 -0.05 0.00
Br 1.0843 2.5832 8.1406 -0.01 0.02 0.12
H -1.3416 2.1439 8.2483 0.00 0.01 -0.02
C -2.3879 -4.3876 -2.2184 -0.03 -0.03 0.02
Br -0.6834 -3.5060 -2.1996 0.07 -0.16 -0.02
Br -3.7874 -3.1848 -2.7555 -0.04 0.03 0.00
Br -2.3591 -5.9627 -3.3170 -0.01 0.01 0.03
H -2.6024 -4.6972 -1.2053 -0.01 0.00 -0.01
C -1.7782 -5.9686 -7.8136 0.05 0.05 0.00
Br -1.9599 -7.4636 -6.6198 0.01 -0.12 -0.04
Br -3.3472 -5.7469 -8.9007 -0.05 0.00 -0.05
Br -1.3402 -4.3569 -6.8656 0.01 0.04 0.01
H -0.9532 -6.1882 -8.4759 -0.01 0.00 0.01
C -1.2897 -3.7195 3.8583 0.04 0.03 0.05
Br -1.3451 -4.3104 2.0297 -0.02 -0.02 -0.08
Br -2.2486 -2.0735 4.0977 0.04 0.08 -0.01
Br -1.9168 -5.0819 5.0563 -0.01 -0.03 0.03
H -0.2527 -3.5288 4.1003 0.00 0.00 -0.03
C -4.7958 -4.8954 -12.5711 0.07 -0.02 0.02
Br -4.4660 -3.0588 -12.1214 0.01 0.05 0.01
Br -6.0366 -5.7048 -11.3470 -0.06 -0.03 0.03
Br -5.3732 -5.0912 -14.3914 -0.01 0.00 -0.04
H -3.8583 -5.4243 -12.4699 -0.01 0.00 0.00
C -2.8461 5.3933 8.1940 0.06 0.00 -0.04
Br -3.6629 3.9776 9.2112 0.03 -0.06 -0.01
Br -4.0435 6.0835 6.8632 -0.02 0.00 -0.03
Br -2.1771 6.7820 9.3378 0.02 0.03 0.03
H -2.0003 4.9661 7.6722 -0.02 0.00 0.00
C 8.3573 -0.7692 2.1804 -0.07 -0.02 -0.02
Br 8.4628 -1.3743 0.3618 0.00 0.00 -0.05
Br 6.9248 0.4943 2.4146 -0.05 0.05 -0.02
Br 8.1908 -2.2433 3.3996 0.11 -0.04 0.12
H 9.2819 -0.2597 2.4105 -0.02 0.00 0.00
```
Forces are in eV/Å.

Output
HOMO energy: -0.3711 hartree
Net charge: 0
E_tot: -2150930.6323 eV
Kohn-Sham gap: 9.81 eV